This record from the OMol25 dataset describes a molecular structure, C2H40BeFO20 in a non-equilibrium geometry. The level of theory is ωB97M-V with the def2-TZVPD basis set.

Last column: natural (NBO) charge in e.
CARTESIAN COORDINATES (ANGSTROEM)
Be: -6.497 6.638 5.366  1.7229
F: -5.182 7.163 4.937  -0.8806
O: -5.879 3.794 1.881  -0.9827
C: -6.235 4.187 3.150  -0.1178
C: -7.089 5.489 3.252  -0.1045
O: -7.566 5.951 4.498  -1.0948
H: -5.365 4.440 3.660  0.1264
H: -6.440 3.282 3.629  0.1466
H: -7.949 5.321 2.601  0.1478
H: -6.416 6.322 2.898  0.1918
O: -7.750 6.270 0.097  -0.9900
H: -7.710 6.073 1.033  0.4593
H: -7.437 5.492 -0.340  0.4983
O: -10.694 4.588 1.828  -0.9663
H: -10.472 5.127 2.604  0.4865
H: -10.500 3.722 2.045  0.4456
O: -7.522 0.933 4.158  -0.9630
H: -7.532 1.313 5.036  0.4845
H: -8.037 1.523 3.622  0.4860
O: -3.619 4.048 6.341  -0.9713
H: -2.938 3.781 6.942  0.4727
H: -3.380 3.601 5.558  0.5095
O: -3.384 3.707 2.645  -0.9946
H: -3.170 3.349 1.785  0.4807
H: -4.334 3.711 2.539  0.4933
O: -8.621 4.158 6.064  -1.0117
H: -8.262 4.820 5.496  0.4845
H: -7.966 3.520 6.254  0.4757
O: -3.175 6.546 3.229  -0.9900
H: -3.986 6.697 3.706  0.4771
H: -3.175 5.549 3.156  0.4873
O: -10.049 6.437 3.629  -0.9849
H: -9.166 6.107 3.935  0.5104
H: -9.915 7.067 2.890  0.4797
O: -6.124 5.390 6.566  -0.9889
H: -6.543 5.470 7.461  0.4914
H: -5.394 4.852 6.793  0.5255
O: -6.450 2.398 6.553  -0.9567
H: -5.860 2.623 7.275  0.4748
H: -5.884 2.604 5.831  0.4949
O: -5.647 8.172 0.809  -0.9901
H: -5.941 8.468 1.672  0.4641
H: -6.392 7.666 0.427  0.5072
O: -3.675 1.545 4.781  -1.0012
H: -3.810 0.598 4.742  0.4772
H: -3.934 1.848 3.903  0.5118
O: -5.262 1.043 2.448  -1.0085
H: -5.302 1.905 2.094  0.4909
H: -6.008 0.829 3.012  0.4986
O: -4.542 5.623 0.360  -1.0042
H: -4.702 6.477 0.757  0.4871
H: -4.884 4.943 0.944  0.4790
O: -8.128 2.529 1.636  -0.9873
H: -7.248 2.940 1.861  0.4983
H: -8.698 2.912 2.292  0.4378
O: -6.897 3.984 -0.713  -0.9631
H: -7.676 3.434 -0.676  0.4759
H: -6.559 3.958 0.199  0.5095
O: -7.328 7.745 6.471  -0.9893
H: -7.284 8.707 6.369  0.5196
H: -8.147 7.556 6.938  0.5159
O: -6.936 9.052 3.257  -0.9377
H: -7.062 9.738 2.569  0.4743
H: -6.111 9.360 3.644  0.4789

Cartesian forces (eV/Å) of the 2 atoms listed first:
0.44 -0.42 -0.10
-0.83 0.39 0.20

Output
2S+1: 1
HOMO-LUMO gap in eV: 7.390
E_tot in Eh: -1719.8486
Charge: -1
LUMO in eV: 1.2213

This record from the OMol25 dataset describes a molecular structure, C2H40CaO20 in a non-equilibrium geometry. The level of theory is ωB97M-V with the def2-TZVPD basis set.

Last column: natural (NBO) charge in e.
CARTESIAN COORDINATES (ANGSTROEM)
Ca: -1.517 2.633 0.895  1.8294
O: -0.057 1.113 1.573  -1.0390
C: -0.274 0.040 0.707  -0.1153
C: -0.029 0.333 -0.748  -0.0886
O: -0.584 1.531 -1.128  -1.0398
H: -1.266 -0.285 0.942  0.1558
H: 0.448 -0.720 0.931  0.1281
H: -0.323 -0.474 -1.425  0.1536
H: 1.006 0.443 -0.987  0.0861
O: -1.884 4.042 -1.144  -1.0003
H: -1.159 4.037 -1.836  0.5233
H: -2.669 4.424 -1.545  0.4945
O: 4.347 -0.314 -1.562  -0.9956
H: 4.181 -0.717 -0.729  0.4736
H: 3.754 0.397 -1.758  0.4917
O: -3.313 1.142 0.211  -1.0228
H: -3.114 0.721 -0.636  0.5233
H: -3.188 0.465 0.880  0.4927
O: -0.520 -2.633 2.867  -0.9923
H: 0.082 -1.918 2.999  0.5040
H: -0.865 -2.781 3.767  0.4745
O: 3.825 -0.521 1.089  -0.9679
H: 4.704 -0.788 1.403  0.5101
H: 3.275 -1.270 0.823  0.4975
O: -0.453 -3.397 -1.933  -0.9359
H: -0.602 -2.585 -1.487  0.4686
H: -0.241 -3.107 -2.804  0.4653
O: 2.425 1.709 1.294  -1.0179
H: 2.761 0.777 1.135  0.4787
H: 1.469 1.613 1.370  0.4833
O: -2.874 1.725 -2.548  -0.9602
H: -1.971 1.561 -2.275  0.4973
H: -2.847 2.640 -2.746  0.4421
O: -2.977 -1.474 -1.726  -0.9588
H: -3.100 -2.261 -2.288  0.4759
H: -2.530 -1.842 -0.964  0.4747
O: 0.542 1.399 -3.741  -0.9583
H: 1.302 0.895 -3.932  0.4608
H: 0.306 1.265 -2.827  0.4851
O: -1.798 -2.712 0.498  -0.9897
H: -2.349 -3.450 0.369  0.4830
H: -1.269 -2.976 1.254  0.5254
O: -2.577 2.107 2.930  -0.9683
H: -2.454 2.985 3.322  0.4792
H: -2.205 1.501 3.569  0.5106
O: 1.914 -3.491 1.194  -0.9631
H: 1.265 -4.082 0.820  0.4694
H: 2.022 -2.975 0.399  0.4790
O: 1.339 -0.699 3.137  -0.9551
H: 2.059 -1.099 2.680  0.4756
H: 0.932 -0.161 2.453  0.4985
O: -3.412 -0.929 1.983  -0.9526
H: -2.937 -0.811 2.818  0.4632
H: -2.739 -1.481 1.526  0.4990
O: 2.666 1.844 -1.566  -0.9382
H: 2.422 2.346 -2.345  0.4847
H: 1.817 1.508 -1.273  0.4626
O: 2.106 -1.854 -0.976  -0.9728
H: 2.505 -1.558 -1.780  0.5043
H: 1.470 -1.168 -0.833  0.4755
O: 0.958 3.498 0.008  -1.0201
H: 0.437 2.832 -0.444  0.4610
H: 1.735 2.987 0.161  0.5115

Cartesian forces (eV/Å) of the 2 atoms listed first:
0.76 -0.69 -1.71
-0.48 0.51 -0.07

Output
2S+1: 1
HOMO-LUMO gap in eV: 8.079
E_tot in Eh: -2282.6674
LUMO in eV: -0.9700

This record from the OMol25 dataset describes a molecular structure, C2H4AgLiO2 in a non-equilibrium geometry. The level of theory is ωB97M-V with the def2-TZVPD basis set.

Last column: natural (NBO) charge in e.
CARTESIAN COORDINATES (ANGSTROEM)
O: -1.143 -0.659 0.988  -0.8881
C: -0.516 -0.263 -0.643  -0.1369
C: 0.854 0.330 -0.568  -0.1375
O: 0.522 0.701 0.749  -0.6294
Ag: 0.742 -1.212 2.178  0.9261
Li: -1.156 1.174 1.527  0.9744
H: -0.454 -0.928 -1.522  0.2224
H: -1.519 0.025 -0.994  0.2461
H: 1.007 1.247 -1.154  0.2344
H: 1.664 -0.415 -0.561  0.1886

Cartesian forces (eV/Å) of the 2 atoms listed first:
2.20 0.18 -3.05
-2.76 -2.42 -1.75

Output
2S+1: 2
HOMO-LUMO gap (alpha / beta) in eV: 9.054 / 8.041
E_tot in Eh: -383.1550
Charge: +1
LUMO (alpha / beta) in eV: -5.1828 / -5.5552

This record from the OMol25 dataset describes C2H4BFO in the gas phase in a non-equilibrium geometry. The level of theory is ωB97M-V with the def2-TZVPD basis set.

Last column: natural (NBO) charge in e.
CARTESIAN COORDINATES (ANGSTROEM)
B: -0.490 0.292 -0.159  0.5665
C: 0.211 1.463 0.795  0.1519
C: 0.178 -1.180 -0.532  -0.2738
O: 1.255 2.036 0.629  -0.4929
F: -0.778 -2.119 -0.970  -0.3812
H: 0.873 -1.110 -1.419  0.2101
H: -1.548 0.383 -0.286  -0.0986
H: -0.403 1.880 1.639  0.1141
H: 0.700 -1.644 0.305  0.2039

Cartesian forces (eV/Å) of the 2 atoms listed first:
4.57 -1.74 1.63
-0.83 -0.10 -0.48

Output
2S+1: 1
HOMO-LUMO gap in eV: 8.867
Energy above the lowest of the compared OMol25 structures with the same formula, charge and spin in kJ/mol: 182.0
E_tot in Eh: -278.4807
LUMO in eV: -0.8830

This record from the OMol25 dataset describes C2H4BN3O2 in the gas phase in a non-equilibrium geometry. The level of theory is ωB97M-V with the def2-TZVPD basis set.

Last column: natural (NBO) charge in e.
CARTESIAN COORDINATES (ANGSTROEM)
B: 0.222 0.353 -1.273  1.0538
C: -0.653 0.283 2.312  0.0752
C: -0.091 0.228 0.205  -0.0054
N: -0.658 0.899 1.127  -0.3947
N: -0.083 -0.906 2.306  -0.1926
N: 0.242 -1.153 1.092  -0.3604
O: 0.218 1.606 -1.826  -0.8433
O: 0.424 -0.790 -2.091  -0.8923
H: -1.103 0.634 3.142  0.1889
H: 0.824 -1.952 0.864  0.4024
H: 0.440 1.431 -2.823  0.4802
H: 0.219 -0.633 -3.036  0.4881

Cartesian forces (eV/Å) of the 2 atoms listed first:
-0.16 -0.55 -1.98
1.16 -1.52 -1.87

Output
2S+1: 1
HOMO-LUMO gap in eV: 9.190
Energy above the lowest of the compared OMol25 structures with the same formula, charge and spin in kJ/mol: 0.0
E_tot in Eh: -418.2694
LUMO in eV: 0.0551

This record from the OMol25 dataset describes a molecular structure, C2H4Br2K in a non-equilibrium geometry. The level of theory is ωB97M-V with the def2-TZVPD basis set.

Last column: natural (NBO) charge in e.
CARTESIAN COORDINATES (ANGSTROEM)
Br: 0.008 -0.219 1.909  0.0100
Br: 1.786 0.078 -0.704  0.0097
C: -1.051 -0.095 -0.725  -0.6659
C: 0.076 0.470 0.105  -0.3113
H: -2.022 0.160 -0.269  0.2494
H: -0.974 -1.193 -0.798  0.2351
H: -1.019 0.328 -1.743  0.2493
H: 0.034 1.573 0.203  0.2469
K: 3.162 -1.103 2.022  0.9769

Cartesian forces (eV/Å) of the 2 atoms listed first:
-0.05 -0.09 0.33
0.30 -0.03 -0.19

Output
2S+1: 1
HOMO-LUMO gap in eV: 10.479
Energy above the lowest of the compared OMol25 structures with the same formula, charge and spin in kJ/mol: 0.0
E_tot in Eh: -5826.3809
Charge: +1
LUMO in eV: -3.8653

This record from the OMol25 dataset describes a gas-phase ion, C2H4Br2N (charge +1) in a non-equilibrium geometry. The level of theory is ωB97M-V with the def2-TZVPD basis set.

Last column: natural (NBO) charge in e.
CARTESIAN COORDINATES (ANGSTROEM)
C: 1.058 0.064 -0.314  -0.1165
C: -0.549 0.028 -0.897  -0.1205
N: -0.090 -0.064 0.543  -0.5949
Br: 2.043 -1.523 -0.576  0.1786
Br: -1.379 1.614 -1.596  0.2048
H: 1.450 0.968 -0.432  0.2411
H: -0.782 -0.892 -1.348  0.2556
H: -0.197 -1.039 0.899  0.4601
H: -0.210 0.486 1.507  0.4917

Cartesian forces (eV/Å) of the 2 atoms listed first:
-4.36 -4.05 -2.12
3.40 2.69 1.33

Output
2S+1: 1
HOMO-LUMO gap in eV: 10.742
Energy above the lowest of the compared OMol25 structures with the same formula, charge and spin in kJ/mol: 131.6
E_tot in Eh: -5281.0277
Charge: +1
LUMO in eV: -3.9333

This record from the OMol25 dataset describes a molecular structure, C2H4Br2S2 in a non-equilibrium geometry. The level of theory is ωB97M-V with the def2-TZVPD basis set.

Last column: natural (NBO) charge in e.
CARTESIAN COORDINATES (ANGSTROEM)
C: 1.473 0.202 -0.631  -0.6249
C: -1.847 0.306 -0.851  -0.4715
S: 0.621 -1.020 2.006  -0.1128
S: 1.115 0.661 0.967  0.2251
Br: -1.998 1.318 0.701  0.1246
Br: -2.621 -1.422 -0.773  0.0905
H: 1.757 0.990 -1.215  0.1954
H: 1.816 -0.823 -0.899  0.2178
H: -2.171 0.979 -1.781  0.2244
H: 1.855 -1.190 2.476  0.1314

Cartesian forces (eV/Å) of the 2 atoms listed first:
-0.42 -2.99 1.36
-1.30 1.46 -2.01

Output
2S+1: 1
HOMO-LUMO gap (alpha / beta) in eV: 6.673 / 8.637
Energy above the lowest of the compared OMol25 structures with the same formula, charge and spin in kJ/mol: 312.9
E_tot in Eh: -6022.8572
LUMO (alpha / beta) in eV: -0.7580 / 0.0731

This record from the OMol25 dataset describes a molecular structure, C2H4Br4N in a non-equilibrium geometry. The level of theory is ωB97M-V with the def2-TZVPD basis set.

Last column: natural (NBO) charge in e.
CARTESIAN COORDINATES (ANGSTROEM)
C: -0.700 -0.715 -0.496  -0.0667
C: -3.416 0.371 0.207  -0.4838
N: 0.240 -0.205 0.468  -0.7722
Br: -1.071 -2.592 -0.481  0.1873
Br: -4.277 1.252 -1.293  0.1996
Br: -3.788 -1.381 0.594  0.2228
Br: -2.452 1.405 1.570  0.0876
H: -0.561 -0.342 -1.497  0.2197
H: 1.132 -0.711 0.553  0.4588
H: -0.117 -0.355 1.421  0.4589
H: 0.237 0.887 0.376  0.4880

Cartesian forces (eV/Å) of the 2 atoms listed first:
-0.05 -2.32 -1.01
-0.13 1.43 -0.41

Output
2S+1: 3
HOMO-LUMO gap (alpha / beta) in eV: 7.577 / 7.863
E_tot in Eh: -10428.9865
Charge: +1
LUMO (alpha / beta) in eV: -4.0307 / -6.0571

This record from the OMol25 dataset describes a molecular structure, C2H4BrCl2Cu in a non-equilibrium geometry. The level of theory is ωB97M-V with the def2-TZVPD basis set.

Last column: natural (NBO) charge in e.
CARTESIAN COORDINATES (ANGSTROEM)
Cu: 23.396 -7.778 -9.409  0.7221
Br: 23.479 -8.270 -7.347  -0.6929
Cl: 24.883 -8.682 -3.677  -0.0383
C: 24.419 -7.562 -4.942  -0.4245
C: 24.793 -6.045 -4.792  -0.4038
Cl: 26.531 -5.838 -4.777  -0.0524
H: 23.358 -7.669 -5.169  0.2216
H: 24.920 -7.848 -5.867  0.2291
H: 24.435 -5.570 -3.878  0.2149
H: 24.364 -5.394 -5.553  0.2244

Cartesian forces (eV/Å) of the 2 atoms listed first:
-0.11 0.24 -1.40
-1.06 -0.88 -1.38

Output
2S+1: 1
HOMO-LUMO gap in eV: 7.850
Energy above the lowest of the compared OMol25 structures with the same formula, charge and spin in kJ/mol: 51.3
E_tot in Eh: -5213.4415
LUMO in eV: -1.5050

This record from the OMol25 dataset describes 2 unconnected molecules or ions with the total composition C2H4BrClN3 in a non-equilibrium geometry. The level of theory is ωB97M-V with the def2-TZVPD basis set.

Last column: natural (NBO) charge in e.
CARTESIAN COORDINATES (ANGSTROEM)
C: 0.811 0.523 1.165  0.3373
C: 0.348 -1.273 -2.012  0.0113
N: -0.149 0.777 1.815  -0.1224
N: 0.627 -0.164 -1.400  -0.6647
N: -1.327 1.107 1.927  -0.3541
Cl: -2.559 0.497 0.720  0.1783
Br: 2.551 0.149 1.084  0.3948
H: -0.085 -1.997 -1.266  0.1853
H: 0.538 -1.581 -3.054  0.2035
H: 1.062 0.635 -1.818  0.3704
H: -1.816 1.327 2.840  0.4602

Cartesian forces (eV/Å) of the 2 atoms listed first:
-0.28 0.00 1.16
0.30 1.29 2.45

Output
2S+1: 1
HOMO-LUMO gap in eV: 8.114
Energy above the lowest of the compared OMol25 structures with the same formula, charge and spin in kJ/mol: 307.4
E_tot in Eh: -3276.6172
Charge: +1
LUMO in eV: -5.9869

This record from the OMol25 dataset describes 2 unconnected molecules or ions with the total composition C2H4BrClO2S in a non-equilibrium geometry. The level of theory is ωB97M-V with the def2-TZVPD basis set.

Last column: natural (NBO) charge in e.
CARTESIAN COORDINATES (ANGSTROEM)
C: 0.209 -2.552 -0.035  -0.4256
C: -0.598 -1.878 -0.765  -0.2059
O: -0.490 1.695 1.027  -0.9051
O: -0.498 4.129 0.936  -0.8822
S: -0.186 3.019 0.133  1.5715
Cl: 1.860 2.853 0.323  -0.3050
Br: -0.048 -0.156 -1.662  -0.0449
H: 1.231 -2.147 0.201  0.2202
H: 0.171 -3.625 0.380  0.2436
H: -0.142 0.870 0.693  0.5120
H: -1.508 -2.208 -1.232  0.2214

Cartesian forces (eV/Å) of the 2 atoms listed first:
3.73 -2.09 2.36
-0.95 1.60 -2.49

Output
2S+1: 1
HOMO-LUMO gap in eV: 10.734
Energy above the lowest of the compared OMol25 structures with the same formula, charge and spin in kJ/mol: 30.9
E_tot in Eh: -3661.4161
LUMO in eV: 0.2981